[1]
Density functional theory data (ωB97M-V/def2-TZVPD) for a structure of composition C18H54AsCaF6O24P6 at a distorted geometry.

Last column: Mulliken charge in e.
Element x y z (Å)
Ca: 0.3276 0.5594 -0.2368  1.780
As: 1.3323 3.4534 -1.8527  2.077
F: 2.7779 3.2747 -0.7844  -0.609
F: 1.2602 5.2134 -1.6138  -0.494
F: -0.2635 3.4056 -2.7972  -0.585
F: 1.3345 1.7175 -1.9833  -0.443
F: 0.3403 3.1389 -0.4240  -0.468
F: 2.3213 3.6317 -3.2591  -0.472
C: -3.0636 3.6602 -3.6567  -0.744
O: -2.9584 3.0889 -2.3137  -0.263
P: -2.7057 1.5457 -1.9342  -0.417
O: -1.3028 1.3277 -1.5184  1.165
O: -3.8820 1.2338 -0.8493  -0.303
C: -3.9874 -0.0758 -0.3184  -0.345
O: -3.1687 0.7708 -3.2830  -0.100
C: -4.5336 0.4815 -3.5574  -0.968
H: -2.5759 3.0425 -4.4108  0.264
H: -2.5826 4.6259 -3.5010  0.294
H: -4.1240 3.6309 -3.9072  0.300
H: -4.8043 -0.6633 -0.7376  0.378
H: -4.0900 -0.0513 0.7665  0.060
H: -3.1047 -0.6908 -0.4934  -0.182
H: -5.2088 0.5415 -2.7038  0.371
H: -4.5434 -0.5041 -4.0228  0.232
H: -5.0023 1.2536 -4.1675  0.334
C: 3.2416 -1.1495 -3.5351  -0.274
O: 3.6491 -1.9546 -2.5152  -0.341
P: 3.5168 -1.3431 -1.0228  -0.339
O: 2.3088 -0.6633 -0.6176  0.116
O: 3.9033 -2.6326 -0.0640  -0.407
C: 4.0736 -2.3355 1.3026  -0.342
O: 4.9540 -0.4037 -0.9281  -0.376
C: 4.9675 1.0211 -1.1393  -0.091
H: 3.1360 -0.1029 -3.2494  0.064
H: 2.1977 -1.3399 -3.7842  -0.140
H: 3.8029 -1.2506 -4.4639  0.420
H: 3.8577 -3.2573 1.8427  0.342
H: 3.2110 -1.7087 1.5287  -0.191
H: 5.0085 -1.9293 1.6888  0.396
H: 3.9306 1.3568 -1.1256  -0.247
H: 5.3201 1.3135 -2.1284  0.336
H: 5.5302 1.5339 -0.3593  0.229
C: 2.4553 4.2689 2.2651  -0.436
O: 3.3764 3.1719 2.2523  -0.374
P: 2.7835 1.6712 2.2517  -0.722
O: 1.4876 1.5366 1.4640  1.679
O: 4.0190 0.8267 1.8156  0.385
C: 5.1604 0.7750 2.6285  -1.118
O: 2.7733 1.3190 3.8803  -0.271
C: 1.9639 0.3228 4.3812  -0.152
H: 2.4344 4.8602 1.3497  0.224
H: 2.7872 4.7048 3.2074  0.335
H: 1.4419 3.8866 2.3879  -0.027
H: 5.9192 0.6125 1.8631  0.367
H: 5.0802 -0.1789 3.1496  0.274
H: 5.6374 1.6866 2.9886  0.291
H: 2.2649 -0.6270 3.9392  0.193
H: 0.8909 0.3919 4.2019  -0.198
H: 2.0690 0.2810 5.4653  0.319
C: 0.6803 -3.8920 -3.7799  -0.768
O: -0.3444 -3.4350 -2.8335  -0.300
P: -0.9303 -1.9315 -2.7199  -0.652
O: -0.0477 -1.0769 -1.8656  2.135
O: -1.0820 -1.3826 -4.2175  -0.292
C: -0.2652 -0.3395 -4.7210  -0.536
O: -2.4700 -2.1416 -2.1756  -0.021
C: -3.4064 -2.9399 -2.9428  -1.194
H: 0.5488 -4.9355 -4.0661  0.333
H: 1.7282 -3.7175 -3.5358  0.237
H: 0.5033 -3.3323 -4.6984  0.360
H: 0.0333 0.3186 -3.9049  -0.106
H: -0.7196 0.3343 -5.4473  0.313
H: 0.6003 -0.5632 -5.3447  0.344
H: -3.5653 -3.9509 -2.5674  0.301
H: -3.0423 -3.0945 -3.9584  0.391
H: -4.3593 -2.4305 -3.0865  0.300
C: 0.7160 -4.5621 0.0146  -0.251
O: -0.5749 -3.9930 0.1593  -0.423
P: -0.7265 -2.7236 1.1156  -0.376
O: 0.0341 -1.4570 0.8081  0.787
O: -0.2118 -3.3388 2.4915  -0.395
C: -0.4717 -2.6242 3.6954  -0.381
O: -2.3024 -2.5699 1.3297  0.211
C: -3.1637 -3.6457 1.3448  -1.033
H: 0.8088 -4.7612 -1.0530  0.006
H: 0.8690 -5.4530 0.6236  0.342
H: 1.4710 -3.8048 0.2257  -0.036
H: 0.4802 -2.2599 4.0816  0.191
H: -0.9275 -3.1746 4.5185  0.345
H: -1.1526 -1.7899 3.5269  -0.003
H: -3.2810 -4.0479 2.3511  0.272
H: -2.8451 -4.4758 0.7143  0.283
H: -4.1725 -3.2915 1.1332  0.285
C: -2.7101 3.7293 1.9954  -0.620
O: -2.7227 2.6436 2.8261  -0.362
P: -1.5860 1.4987 2.7542  0.113
O: -1.1932 0.9091 1.4288  0.048
O: -0.3040 2.1548 3.5074  0.283
C: -0.3821 2.6664 4.8035  -1.151
O: -1.9800 0.4184 3.8720  -0.530
C: -3.3789 -0.0484 3.8598  -0.723
H: -3.7717 3.9489 1.8812  0.325
H: -2.3278 3.6586 0.9771  0.106
H: -2.2643 4.6678 2.3248  0.269
H: -1.0731 3.4714 5.0536  0.337
H: 0.5846 2.9658 5.2082  0.320
H: -0.8417 1.8552 5.3682  0.406
H: -3.9157 0.0647 4.8018  0.274
H: -3.4255 -1.0345 3.3978  0.140
H: -4.0655 0.6374 3.3634  0.310

Forces on atoms 1 to 3 (eV/Å):
0.50 -0.06 0.02
-1.09 1.66 0.28
-1.21 0.51 -1.06

Orbital gap   10.9636 eV
Charge   +1
E_tot   -220011.95836 eV
F_max   5.5 eV/Å

[2]
Density functional theory data (ωB97M-V/def2-TZVPD) for a structure of composition C27H28Cl4N4NiO9S2 at a distorted geometry.

Last column: Löwdin spin population.
Element x y z (Å)
Ni: 0.2613 0.4141 -0.2432  1.755
O: -4.2258 0.9176 3.9328  -0.001
C: -3.2815 0.7965 2.9515  -0.001
C: -3.1752 1.7303 1.9280  0.002
C: -2.1898 1.5481 0.9770  0.003
N: -1.3652 0.5138 1.0426  0.045
C: -1.4733 -0.4005 1.9971  0.003
C: -2.4341 -0.3041 2.9843  0.002
C: -0.4888 -1.5649 1.8414  0.003
O: -0.6726 -2.5605 2.5513  0.002
O: 0.3928 -1.3679 0.9519  0.032
C: -2.0016 2.4425 -0.2575  0.003
O: -2.8973 3.2735 -0.4704  0.002
O: -0.9620 2.1827 -0.9206  0.029
H: -4.6900 1.7480 3.7933  0.000
H: -3.8381 2.5849 1.8383  0.000
H: -2.5076 -1.0666 3.7478  0.000
C: -5.2172 -3.8964 -5.4369  0.000
C: -4.4304 -2.7812 -4.7239  0.000
C: -2.9441 -3.1441 -4.7989  0.000
C: -4.6891 -1.4901 -5.5174  0.000
C: -4.9426 -2.6252 -3.2529  0.000
O: -6.3706 -2.4012 -3.3110  0.000
C: -4.7453 -3.8911 -2.3618  0.000
C: -3.5166 -4.0830 -1.4429  0.000
C: -2.2992 -4.7522 -2.0424  0.000
C: -2.4078 -6.0239 -2.6015  0.000
C: -1.3094 -6.6622 -3.1542  0.000
C: -0.0789 -6.0228 -3.1388  0.000
Cl: 1.3011 -6.8256 -3.8403  0.000
C: 0.0661 -4.7705 -2.5712  0.000
C: -1.0471 -4.1459 -2.0219  0.000
C: -4.5264 -1.3214 -2.5154  0.000
N: -3.1306 -0.9459 -2.4346  0.001
C: -2.3403 -0.9777 -1.3537  0.002
N: -1.1590 -0.5074 -1.6428  0.028
C: -1.2907 -0.0850 -2.9299  0.001
N: -2.4739 -0.3165 -3.4452  0.001
H: -4.7560 -4.0732 -6.4112  0.000
H: -6.2567 -3.6084 -5.6220  0.000
H: -5.2012 -4.8476 -4.8970  0.000
H: -2.6205 -3.0966 -5.8430  0.000
H: -2.7601 -4.1572 -4.4376  0.000
H: -2.3152 -2.4566 -4.2332  0.000
H: -4.5371 -1.6898 -6.5831  0.000
H: -4.0094 -0.6953 -5.2217  0.000
H: -5.7185 -1.1511 -5.3781  0.000
H: -6.7748 -3.1907 -3.6813  0.000
H: -4.8392 -4.7799 -2.9897  0.000
H: -5.6185 -3.8790 -1.7078  0.000
H: -3.8503 -4.7113 -0.6136  0.000
H: -3.2225 -3.1408 -0.9996  0.000
H: -3.3690 -6.5286 -2.6129  0.000
H: -1.3995 -7.6479 -3.5927  0.000
H: 1.0282 -4.2734 -2.5564  0.000
H: -0.9160 -3.1658 -1.5762  0.000
H: -4.8899 -1.4066 -1.4921  0.000
H: -5.0737 -0.5073 -2.9839  0.000
H: -2.6344 -1.3688 -0.3915  0.000
H: -0.5013 0.4095 -3.4724  0.000
C: 4.5965 0.1698 0.4386  0.000
O: 3.2476 0.5324 0.7102  -0.001
C: 2.9423 1.5888 1.4800  0.005
S: 4.0952 2.4642 2.3372  0.005
S: 1.2792 1.9581 1.4829  0.058
H: 4.6079 -0.9125 0.3245  0.000
H: 5.2542 0.4802 1.2457  0.000
H: 4.9105 0.6404 -0.4948  0.000
Cl: 2.3125 -2.4148 -1.1322  0.000
C: 2.4640 -1.7412 -2.7440  0.000
Cl: 4.0459 -2.1887 -3.4299  0.000
Cl: 1.1933 -2.4724 -3.7845  0.000
C: 2.2651 -0.1325 -2.7720  0.002
O: 2.8178 0.3975 -3.7254  0.000
O: 1.5869 0.3626 -1.8416  0.018

Forces on atoms 1 to 3 (eV/Å):
-0.47 0.31 0.53
0.00 -0.05 0.06
0.07 0.01 -0.10

Orbital gap (spin up / spin down)   5.6360 / 5.7852 eV
Spin multiplicity   3
Charge   -2
E_tot   -165650.34904 eV
F_max   1.4 eV/Å